1.
38
Properties=species:S:1:pos:R:3:mulliken_charge:R:1 method="wB97M-V/def2-TZVPD" energy_ha=-789.03680 total_charge=-1 spin_multiplicity=2 homo_lumo_gap_ev="2.60 / 5.98" homo_ev="0.35 / -3.05"
C 0.986 -3.590 -0.310 -0.43
C -0.400 -4.168 0.341 -1.10
C 1.021 -2.163 -0.140 0.58
C 1.225 -1.525 1.105 -1.16
C 0.895 -1.047 -1.145 0.91
C 1.238 0.121 -0.380 -0.04
C 0.873 -1.029 -2.539 -0.36
C 1.788 1.208 -1.071 -1.29
C 1.383 0.091 -3.220 -0.50
C 2.012 1.066 -2.460 -0.57
N 1.409 -0.154 0.917 0.05
H 1.789 -4.092 0.290 0.30
H 1.037 -3.857 -1.423 0.24
H -1.297 -4.005 -0.367 0.20
H 0.897 -1.948 2.064 0.50
H 1.327 0.620 1.572 0.27
H 0.682 -2.025 -3.241 -0.02
H 2.409 1.830 -0.404 0.26
H 1.745 0.047 -4.237 0.32
H 2.845 1.733 -2.733 0.24
H -0.624 -3.554 1.130 0.37
H -0.254 -5.245 0.533 0.37
C -2.162 1.970 -1.336 -1.31
C -1.396 3.126 2.252 -1.06
C -1.721 3.164 0.867 -0.45
C -0.920 1.879 2.652 1.00
C -1.744 1.963 0.162 0.69
C -1.042 0.634 2.036 -0.84
C -1.453 0.720 0.709 -0.21
O -0.036 1.738 3.711 -0.54
H -1.368 4.123 2.770 0.27
H -2.063 4.141 0.654 0.36
H 0.218 2.592 4.081 0.30
H -0.878 -0.367 2.564 0.51
H -2.122 3.076 -1.767 0.25
H -3.190 1.667 -1.654 0.35
H -1.541 -0.188 0.108 0.30
H -1.566 1.451 -2.095 0.23

---

2.
43
Properties=species:S:1:pos:R:3:mulliken_charge:R:1 method="wB97M-V/def2-TZVPD" energy_ha=-1488.39141 smiles="CCc1ccc(CC)c(S(=O)(=O)Nc2ccc(C(=O)O)c(O)c2)c1" total_charge=0 spin_multiplicity=1 homo_lumo_gap_ev=9.18 homo_ev=-8.74
C -3.584 -3.446 1.216 -1.14
C -2.198 -3.324 0.580 -1.02
C -2.007 -1.954 0.001 0.33
C -2.271 -1.685 -1.337 -0.76
C -2.130 -0.408 -1.846 -0.74
C -1.716 0.655 -1.047 0.37
C -1.622 2.034 -1.624 -0.92
C -2.952 2.774 -1.459 -1.17
C -1.452 0.373 0.285 0.44
S -0.891 1.615 1.445 1.52
O -0.594 0.983 2.694 -0.68
O -1.754 2.759 1.458 -0.80
N 0.539 2.215 0.761 -0.37
C 1.720 1.534 0.593 1.30
C 2.874 2.227 0.190 -0.90
C 4.042 1.544 -0.029 -0.78
C 4.112 0.156 0.140 0.06
C 5.348 -0.575 -0.097 1.06
O 5.470 -1.784 0.032 -0.73
O 6.385 0.179 -0.483 -0.46
C 2.955 -0.542 0.554 -0.71
O 2.945 -1.864 0.737 -0.62
C 1.775 0.161 0.775 -0.10
C -1.599 -0.899 0.805 -0.26
H -3.701 -2.710 2.008 0.33
H -3.720 -4.438 1.639 0.38
H -4.360 -3.275 0.473 0.32
H -2.092 -4.075 -0.205 0.40
H -1.436 -3.510 1.338 0.33
H -2.588 -2.486 -1.988 0.40
H -2.340 -0.224 -2.890 0.43
H -0.838 2.598 -1.121 -0.04
H -1.375 1.962 -2.686 0.55
H -3.766 2.198 -1.893 0.35
H -3.152 2.933 -0.403 0.33
H -2.906 3.741 -1.954 0.38
H 0.577 3.222 0.727 0.26
H 2.831 3.297 0.055 0.36
H 4.932 2.070 -0.337 0.46
H 7.162 -0.387 -0.615 0.36
H 3.848 -2.211 0.546 0.31
H 0.912 -0.385 1.111 0.50
H -1.381 -1.049 1.852 0.66

---

3.
52
Properties=species:S:1:pos:R:3:mulliken_charge:R:1 method="wB97M-V/def2-TZVPD" energy_ha=-8172.56097 total_charge=-2 spin_multiplicity=1 homo_lumo_gap_ev="5.16 / 5.16" homo_ev="-0.87 / -0.87"
Pd 0.242 0.775 0.269 0.54
Br -2.323 5.524 1.472 -0.25
C -0.778 4.459 1.762 0.10
C 0.478 5.049 1.700 -0.56
C 1.557 4.215 1.919 -0.18
N 1.475 2.916 2.173 -0.36
C 0.257 2.354 2.177 1.02
C -0.918 3.118 2.000 -0.26
C 0.158 0.882 2.324 -0.03
C -1.028 0.255 2.843 -0.58
C -0.951 -1.041 3.228 -0.05
Br -2.505 -1.922 3.907 -0.27
C 0.241 -1.779 3.123 -0.59
C 1.312 -1.122 2.581 -0.55
N 1.329 0.173 2.218 -0.47
H 0.605 6.097 1.472 0.36
H 2.561 4.632 1.884 0.32
H -1.887 2.650 1.951 0.19
H -1.956 0.802 2.919 0.38
H 0.292 -2.821 3.397 0.39
H 2.249 -1.652 2.425 0.41
C -2.975 -1.546 -0.923 -0.85
N -1.987 -2.335 -1.654 0.12
C -2.021 -2.143 -3.094 -0.46
C -1.042 -3.097 -3.750 -0.74
C 0.335 -2.834 -3.172 -0.50
N 0.303 -2.917 -1.726 0.20
C 1.597 -2.761 -1.092 -0.84
C -0.788 -2.487 -0.995 0.32
O -0.717 -2.343 0.217 -0.57
H -3.932 -1.642 -1.441 0.34
H -2.688 -0.490 -0.877 0.18
H -3.078 -1.931 0.089 0.26
H -1.762 -1.107 -3.344 0.20
H -3.044 -2.337 -3.432 0.39
H -1.026 -2.942 -4.832 0.37
H -1.340 -4.133 -3.557 0.30
H 0.684 -1.844 -3.489 0.28
H 1.058 -3.574 -3.539 0.31
H 2.196 -2.023 -1.636 0.35
H 2.141 -3.712 -1.069 0.29
H 1.456 -2.398 -0.077 0.05
Cl 3.461 1.334 -0.561 -0.10
C 3.983 1.425 1.108 0.43
Cl 5.439 0.397 1.434 -0.28
H 3.180 1.064 1.746 -0.19
H 4.289 2.434 1.356 0.21
O -0.038 3.255 -1.347 -0.61
S -0.925 2.236 -1.892 0.97
O -1.687 2.644 -3.059 -0.72
O -1.776 1.673 -0.809 -0.62
S 0.297 0.570 -2.325 -0.63

---

4.
48
Properties=species:S:1:pos:R:3:mulliken_charge:R:1 method="wB97M-V/def2-TZVPD" energy_ha=-2498.44028 smiles="CC1(c2ccc(Cl)c(Cl)c2)C(=O)NC(=S)NC1=O.CNC(=O)[C@H](C)NC(C)=O" total_charge=0 spin_multiplicity=1 homo_lumo_gap_ev=8.78 homo_ev=-9.26
C -0.472 3.040 -3.026 -1.78
C 1.055 2.765 -3.049 2.51
C 1.687 2.956 -1.661 -0.38
C 2.941 3.581 -1.486 -0.36
C 3.518 3.698 -0.218 -0.85
C 2.864 3.198 0.908 0.34
Cl 3.617 3.351 2.478 -0.19
C 1.621 2.573 0.760 -0.04
Cl 0.768 1.939 2.147 -0.19
C 1.054 2.444 -0.511 -0.27
C 1.681 3.689 -4.101 -0.35
O 1.423 4.880 -4.154 -0.62
N 2.643 3.277 -4.978 0.02
C 2.961 1.959 -5.134 -0.05
S 4.126 1.521 -6.216 -0.36
N 2.324 1.008 -4.392 -0.04
C 1.341 1.329 -3.499 0.17
O 0.731 0.378 -3.042 -0.65
H -0.676 4.026 -2.594 0.39
H -1.012 2.290 -2.440 0.41
H -0.881 3.020 -4.041 0.45
H 3.502 3.990 -2.321 0.40
H 4.482 4.183 -0.100 0.41
H 0.109 1.915 -0.583 0.36
H 2.992 3.953 -5.647 0.33
H 2.446 0.029 -4.624 0.35
C -0.534 -4.663 3.021 -0.71
N -0.752 -4.292 1.623 -0.15
C -1.413 -3.249 1.100 0.33
O -1.338 -3.082 -0.111 -0.70
C -2.241 -2.237 1.939 0.28
C -1.407 -0.995 2.279 -1.51
N -2.823 -2.734 3.189 -0.15
C -3.775 -3.662 3.252 0.65
C -4.265 -4.027 4.634 -1.18
O -4.239 -4.219 2.269 -0.64
H -1.421 -5.155 3.421 0.18
H 0.303 -5.360 3.086 0.34
H -0.298 -3.780 3.616 0.23
H -0.307 -4.867 0.923 0.26
H -3.063 -1.918 1.296 0.31
H -1.016 -0.559 1.358 0.35
H -2.030 -0.253 2.779 0.44
H -0.570 -1.266 2.924 0.37
H -2.501 -2.323 4.048 0.30
H -3.439 -4.423 5.220 0.32
H -5.042 -4.784 4.540 0.32
H -4.677 -3.144 5.118 0.35

---

5.
47
Properties=species:S:1:pos:R:3:mulliken_charge:R:1 method="wB97M-V/def2-TZVPD" energy_ha=-2861.43235 total_charge=-2 spin_multiplicity=3 homo_lumo_gap_ev="5.26 / 5.11" homo_ev="-0.46 / -0.32"
C -0.945 0.926 -2.964 0.25
C -1.155 -0.493 -3.246 0.97
C 0.170 -1.130 -3.171 0.88
C -2.412 -1.139 -3.678 -1.28
C 1.128 -0.098 -2.786 0.40
C 0.437 1.151 -2.731 1.02
C 1.074 2.482 -2.530 -1.91
C -1.984 1.995 -3.122 -1.81
C 0.480 -2.546 -3.512 -1.53
C 2.606 -0.252 -2.756 -1.75
W -0.513 -0.616 -1.234 0.56
Cl -1.747 -2.469 -0.833 -0.49
Cl -2.206 0.677 -0.300 -0.42
Cl 1.339 -1.679 -0.162 -0.44
H -3.264 -0.481 -3.516 0.37
H -2.587 -2.068 -3.121 0.21
H -2.342 -1.386 -4.742 0.30
H -0.311 -3.215 -3.141 0.25
H 1.424 -2.851 -3.093 0.34
H 0.513 -2.646 -4.603 0.33
H 2.913 -1.253 -2.427 0.39
H 3.048 0.486 -2.077 0.39
H 3.025 -0.078 -3.761 0.27
H 1.974 2.427 -1.950 0.43
H 0.379 3.168 -1.997 0.36
H 1.301 2.946 -3.516 0.30
H -2.979 1.611 -2.919 0.41
H -1.975 2.377 -4.158 0.28
H -1.784 2.840 -2.461 0.40
O 1.114 1.671 0.136 -0.80
H 1.012 0.956 0.835 0.41
O 1.772 2.410 3.853 -0.66
S 1.841 0.985 3.774 1.00
O 3.128 0.345 3.922 -0.68
N 0.952 0.349 2.523 -0.36
C -0.160 -0.367 2.837 0.58
O -0.924 -0.947 2.036 -0.62
C -0.335 -0.379 4.301 -0.17
C -1.358 -0.965 5.054 -0.35
C -1.281 -0.906 6.456 -0.52
C -0.199 -0.273 7.081 -0.34
C 0.824 0.339 6.327 -0.53
C 0.715 0.261 4.932 0.08
H -2.176 -1.445 4.505 0.44
H -2.069 -1.356 7.037 0.36
H -0.137 -0.235 8.164 0.33
H 1.674 0.868 6.733 0.37

---

6.
46
Properties=species:S:1:pos:R:3:mulliken_charge:R:1 method="wB97M-V/def2-TZVPD" energy_ha=-4248.18391 total_charge=+1 spin_multiplicity=3 homo_lumo_gap_ev="9.75 / 9.01" homo_ev="-12.46 / -12.27"
Ni 0.049 -0.303 0.743 -0.11
O -0.377 -1.102 -0.874 -0.40
H -0.443 -1.885 -1.438 -0.01
N -1.893 -0.359 1.468 0.17
C -2.452 0.560 2.258 0.26
C -3.759 0.479 2.688 -0.78
C -4.528 -0.606 2.282 -0.13
C -3.943 -1.570 1.477 -0.68
C -2.633 -1.403 1.099 -0.19
H -1.842 1.405 2.551 0.18
H -4.163 1.234 3.346 0.42
H -5.564 -0.667 2.590 0.42
H -4.475 -2.470 1.208 0.43
H -2.136 -2.152 0.495 0.45
N 2.093 -0.470 0.564 0.28
C 2.953 -0.429 1.575 -0.06
C 4.319 -0.362 1.408 -0.71
C 4.836 -0.397 0.117 -0.17
C 3.944 -0.506 -0.940 -0.95
C 2.588 -0.533 -0.675 -0.04
H 2.564 -0.388 2.589 0.38
H 4.956 -0.322 2.279 0.42
H 5.898 -0.368 -0.093 0.40
H 4.266 -0.520 -1.971 0.39
H 1.859 -0.522 -1.476 0.57
N 0.174 1.715 0.434 0.29
C 0.364 2.568 1.447 0.08
C 0.736 3.870 1.264 -0.96
C 0.875 4.332 -0.039 -0.13
C 0.627 3.465 -1.095 -1.06
C 0.269 2.175 -0.819 -0.04
H 0.230 2.180 2.453 0.46
H 0.952 4.476 2.131 0.41
H 1.117 5.374 -0.212 0.40
H 0.652 3.812 -2.118 0.46
H 0.007 1.476 -1.602 0.52
C 1.393 -4.116 -2.573 0.13
Cl 2.386 -2.800 -3.211 -0.12
Cl 2.339 -5.258 -1.637 -0.16
H 0.644 -3.691 -1.915 -0.21
H 0.938 -4.632 -3.408 0.37
C -3.094 -0.355 -2.376 0.39
Cl -2.286 1.099 -2.964 -0.14
Cl -4.768 -0.481 -2.974 -0.18
H -2.566 -1.216 -2.760 0.17
H -3.106 -0.336 -1.297 -0.23